# 1
Molecular formula: C2H4NO3S
Method: DFT, ωB97M-V/def2-TZVPD

Results
Total charge: -1
Electronic energy, eV: -20605.3103
HOMO (alpha / beta), eV: -3.5 / -4.2
Relative energy (zero: lowest compared OMol25 entry of this formula, charge and spin), kcal/mol: 56.8
LUMO energy (alpha / beta), eV: 3.5003 / 3.8174
F_max, hartree/bohr: 0.07423
Gap between HOMO and LUMO (alpha / beta), eV: 7.0 / 8.0

Structure (XYZ):
```
11
Properties=species:S:1:pos:R:3:lowdin_charge:R:1
C 0.57379 0.49914 -0.71077 -0.28
C 1.32858 0.87786 0.47774 -0.13
N 0.78650 0.72900 -1.91376 0.04
O -2.79849 -0.38948 0.55543 -0.46
O -1.87198 -2.45094 -0.42843 -0.46
O -0.90245 -1.64166 1.67538 -0.46
S -1.60851 -1.27382 0.43490 0.49
H 0.82738 1.67122 1.02025 0.07
H 1.47706 0.05803 1.06240 0.02
H 2.32392 1.42611 0.27120 0.10
H -0.13580 0.49453 -2.44434 0.08
```

# 2
Molecular formula: C17H19NO4S
Method: DFT, ωB97M-V/def2-TZVPD

Results
Total charge: 0
Electronic energy, eV: -38435.2215
HOMO, eV: -8.0
Relative energy (zero: lowest compared OMol25 entry of this formula, charge and spin), kcal/mol: 428.8
LUMO energy, eV: 0.2004
F_max, hartree/bohr: 0.33872
Gap between HOMO and LUMO, eV: 8.2
Structure (SMILES): CC(C)(C)C(=O)OCc1nc(-c2ccc3c(c2)OCCO3)cs1

Structure (XYZ):
```
42
Properties=species:S:1:pos:R:3:lowdin_charge:R:1
C -0.76083 -4.45067 0.11108 0.02
C -1.21647 -3.28573 -1.20422 -0.42
C -1.84213 -4.13925 -2.17402 -0.05
C 0.08368 -2.70177 -1.57592 0.00
C -2.12019 -2.34231 -0.38980 -0.26
O -2.38074 -2.17651 0.89885 0.04
O -2.63242 -1.68076 -1.52679 0.00
C -3.42489 -0.60731 -1.04990 -0.24
C -2.72690 0.58463 -0.61097 -0.59
N -1.28318 0.37245 -0.32931 0.13
C -0.74917 1.71722 -0.09323 -0.16
C 0.52945 1.89438 0.42368 -0.29
C 1.24035 3.11075 0.22527 0.05
C 2.55124 3.08053 0.69453 0.06
C 3.21767 1.82800 0.75632 -0.20
C 2.55976 0.78788 0.95716 -0.06
C 1.10136 0.81033 0.61856 0.04
O 3.26203 -0.59511 1.13797 -0.02
C 4.41014 -0.29698 1.75422 -0.22
C 5.39656 0.70047 0.78967 0.06
O 4.62704 2.02176 1.26358 -0.12
C -1.91447 2.91089 -0.11308 -0.25
S -3.38427 2.05849 -0.38228 1.06
H -0.39275 -3.92747 0.82717 -0.02
H -0.04918 -5.25936 -0.42113 0.12
H -1.60035 -4.97494 0.38471 0.02
H -2.66716 -4.94307 -1.79263 0.16
H -1.13209 -4.93702 -2.78390 0.17
H -2.20226 -3.57789 -2.71331 -0.07
H 0.70888 -2.23358 -0.66858 0.16
H 0.60526 -3.33863 -1.94640 -0.01
H -0.17783 -1.95929 -2.05264 0.00
H -4.18812 -0.42426 -1.78702 0.12
H -4.12856 -0.81672 -0.11661 0.17
H 0.75960 3.93447 0.25834 0.05
H 3.11301 3.95316 0.62903 0.10
H 0.75187 -0.20735 0.48046 0.12
H 4.88521 -1.04589 1.76363 -0.01
H 4.36193 0.13945 2.95530 0.21
H 6.18039 0.98961 1.52676 0.13
H 5.42594 0.40652 -0.07468 0.01
H -1.68005 3.81286 0.12880 -0.04
```

# 3
Molecular formula: C46H52LiN3O4S
Method: DFT, ωB97M-V/def2-TZVPD

Results
Total charge: -2
Electronic energy, eV: -72251.7663
HOMO, eV: -0.5
LUMO energy, eV: 4.1938
F_max, hartree/bohr: 0.00517
Gap between HOMO and LUMO, eV: 4.7

Structure (XYZ):
```
107
Properties=species:S:1:pos:R:3:lowdin_charge:R:1
Li -0.36297 1.59504 -0.05809 0.57
C -3.04423 1.90576 2.13927 -0.06
C -3.86923 2.51919 1.00445 -0.37
C -3.16410 3.69754 0.32957 -0.06
C -4.35089 1.49247 -0.00444 -0.15
C -5.72165 1.30881 -0.13795 -0.07
C -6.26254 0.38696 -1.02406 -0.12
C -5.39984 -0.32714 -1.83858 -0.07
C -4.02252 -0.16704 -1.75337 -0.15
C -3.13855 -0.88448 -2.75991 -0.36
C -3.18043 -2.40603 -2.60850 -0.05
C -3.52217 -0.47829 -4.18649 -0.07
C -3.46263 0.69745 -0.77572 -0.20
N -2.09126 0.74522 -0.58762 0.02
C -1.47846 -0.43222 -0.28743 -0.25
C -0.13214 -0.72124 -0.51585 -0.25
N 0.75168 0.21376 -1.06719 0.03
C 1.79440 -0.13826 -1.84570 -0.21
C 2.88186 0.79528 -2.01348 -0.15
C 4.05832 0.38792 -2.61797 -0.11
C 4.23743 -0.89342 -3.13258 -0.14
C 3.12626 -1.72589 -3.15663 -0.09
C 1.90487 -1.35874 -2.60834 -0.16
C 0.65951 -2.11540 -3.04985 -0.37
C 0.13753 -1.45859 -4.33388 -0.06
C 0.86183 -3.61381 -3.26964 -0.08
C 2.80053 2.24255 -1.55481 -0.37
C 1.58967 2.97797 -2.13757 -0.06
C 2.91637 2.41688 -0.03849 -0.07
C 0.16709 -2.02482 0.09405 -0.11
C 1.26915 -2.83948 0.19255 -0.04
C 1.15774 -4.08368 0.87723 -0.09
C -0.00843 -4.52351 1.44442 -0.06
C -1.17514 -3.70675 1.34835 -0.18
C -2.46662 -3.98535 1.87847 -0.05
C -3.48040 -3.07816 1.71230 -0.09
C -3.30513 -1.85048 1.01186 0.00
C -2.07306 -1.56625 0.48712 -0.09
C -1.03734 -2.50515 0.68047 -0.10
H -2.78378 2.67426 2.87246 0.08
H -2.11718 1.47341 1.77162 0.05
H -3.61475 1.12349 2.64723 0.08
H -4.77929 2.92326 1.46633 0.11
H -2.30549 3.36856 -0.24870 0.06
H -2.79698 4.41261 1.06917 0.08
H -3.85588 4.21226 -0.34342 0.07
H -6.38335 1.89990 0.48891 0.10
H -7.33551 0.24772 -1.09220 0.08
H -5.80703 -1.01994 -2.56937 0.10
H -2.11528 -0.54934 -2.58917 0.11
H -4.19776 -2.78254 -2.75842 0.07
H -2.85085 -2.71619 -1.61623 0.07
H -2.53321 -2.88527 -3.34873 0.06
H -4.53634 -0.80431 -4.43502 0.06
H -2.83789 -0.92569 -4.91120 0.06
H -3.48135 0.60658 -4.30126 0.08
H 4.87220 1.10688 -2.68065 0.10
H 5.18166 -1.20139 -3.56579 0.07
H 3.20029 -2.67695 -3.67425 0.09
H -0.12487 -2.01034 -2.30339 0.10
H 0.88922 -1.52859 -5.12636 0.08
H -0.07752 -0.40182 -4.16185 0.09
H -0.77869 -1.94501 -4.68240 0.05
H 1.50938 -3.82196 -4.12646 0.06
H -0.10209 -4.09031 -3.46874 0.07
H 1.29363 -4.08523 -2.38488 0.07
H 3.68488 2.72974 -1.98530 0.11
H 0.65891 2.46132 -1.90869 0.05
H 1.67176 3.03007 -3.22686 0.07
H 1.52833 3.99427 -1.74126 0.08
H 2.11871 1.90008 0.48821 0.04
H 2.85326 3.47422 0.23498 0.08
H 3.87414 2.02158 0.31494 0.07
H 2.21674 -2.56151 -0.24937 0.09
H 2.04501 -4.70434 0.95095 0.09
H -0.04797 -5.47302 1.96697 0.09
H -2.64156 -4.91057 2.41778 0.09
H -4.45959 -3.29880 2.12316 0.09
H -4.14659 -1.17854 0.89810 0.10
C 4.78326 -1.27963 0.72501 -0.03
C 4.16991 -0.67640 1.95485 -0.25
C 2.81156 -0.36341 1.97416 -0.01
C 2.22911 0.21104 3.09017 -0.03
C 3.01984 0.50646 4.19533 -0.29
C 4.37560 0.21173 4.19671 -0.07
C 4.93724 -0.39118 3.08169 -0.05
S 2.33587 1.40513 5.54806 0.62
O 3.23307 1.30159 6.67294 -0.33
O 0.96140 1.02930 5.68638 -0.29
N 2.40656 2.98856 5.10137 -0.13
C 1.96928 3.41240 3.75429 -0.22
C 0.47062 3.32273 3.51954 -0.11
C 0.22058 3.70729 2.04967 -0.70
O 0.38861 4.89590 1.74429 -0.02
O -0.05055 2.74790 1.27251 -0.15
H 4.24932 -2.17907 0.41512 0.07
H 5.83133 -1.53638 0.88710 0.07
H 4.71345 -0.59102 -0.11958 0.07
H 2.20152 -0.54083 1.09742 0.10
H 1.17266 0.44725 3.08531 0.12
H 4.97155 0.44491 5.06934 0.10
H 5.99365 -0.63701 3.08162 0.10
H 3.32743 3.33174 5.34155 0.10
H 2.49913 2.84354 2.98109 0.11
H 2.27266 4.45409 3.65165 0.12
H -0.04143 4.02494 4.17979 0.12
H 0.09492 2.32123 3.71580 0.09
```